C17H53Fe2N3O15P as an isolated structure. Source: the Open Molecules 2025 dataset; level of theory: ωB97M-V/def2-TZVPD.

As for the net charge: +1. Its highest occupied orbital energy (spin up / spin down) is -0.4078 / -0.4077 Ha. Its HOMO-LUMO gap (spin up / spin down) is 7.96 / 7.52 eV. Its LUMO energy (spin up / spin down) is -0.1153 / -0.1313 Eh. As for the spin multiplicity: 9.

Structure (XYZ):
```
91
C17H53Fe2N3O15P (ωB97M-V/def2-TZVPD)
Fe 8.91 -49.36 16.38
Fe 6.50 -49.45 19.38
P 8.11 -47.61 18.17
O 7.53 -48.95 17.67
O 9.56 -48.00 17.67
O 7.65 -47.88 19.61
O 7.40 -46.47 17.42
C 10.54 -44.53 18.09
O 11.08 -45.72 17.46
H 9.46 -44.60 18.15
H 11.02 -44.32 19.05
H 10.84 -43.66 17.51
H 10.46 -46.45 17.60
C 8.76 -44.14 15.09
O 7.49 -44.65 15.46
H 8.87 -43.78 14.07
H 8.93 -43.27 15.73
H 9.56 -44.86 15.27
H 7.55 -45.04 16.34
C 12.68 -48.14 18.91
O 11.61 -49.03 18.97
H 13.16 -47.94 17.95
H 12.39 -47.16 19.30
H 13.50 -48.49 19.54
H 10.87 -48.60 18.51
C 6.36 -44.68 20.13
O 7.02 -44.34 18.92
H 5.88 -43.79 20.52
H 5.54 -45.38 19.94
H 7.02 -45.20 20.83
H 7.14 -45.16 18.41
C 8.14 -47.61 13.55
O 8.54 -47.85 14.90
H 7.20 -48.02 13.17
H 8.02 -46.53 13.44
H 9.00 -47.97 12.97
H 8.12 -47.18 15.47
C 3.53 -48.62 18.94
O 4.89 -48.27 18.83
H 3.05 -48.29 18.01
H 3.38 -49.68 19.12
H 3.14 -48.08 19.80
H 4.87 -47.54 18.19
C 9.66 -46.21 21.13
O 8.63 -46.80 21.84
H 10.42 -45.75 21.77
H 10.22 -46.88 20.47
H 9.33 -45.43 20.44
H 8.13 -47.15 21.08
C 4.41 -45.91 15.68
O 4.72 -46.24 17.02
H 4.92 -46.46 14.88
H 3.34 -46.11 15.55
H 4.46 -44.85 15.44
H 5.69 -46.22 17.06
C 9.55 -52.22 18.09
O 9.39 -51.18 17.44
N 9.52 -53.38 17.50
C 9.27 -53.62 16.07
C 9.58 -54.64 18.23
H 9.96 -52.29 19.10
H 8.31 -54.12 15.91
H 10.03 -54.32 15.72
H 9.28 -52.79 15.36
H 10.05 -54.47 19.20
H 8.63 -55.15 18.39
H 10.27 -55.29 17.68
C 6.83 -51.17 14.63
O 7.86 -50.62 15.11
N 5.60 -50.69 14.65
C 4.52 -51.27 13.80
C 5.27 -49.37 15.22
H 6.91 -52.13 14.09
H 4.71 -52.24 13.35
H 4.22 -50.55 13.04
H 3.67 -51.30 14.49
H 6.21 -48.83 15.33
H 4.59 -48.78 14.61
H 4.84 -49.55 16.20
C 9.08 -50.15 20.89
O 8.00 -50.56 20.46
N 9.80 -50.79 21.84
C 11.03 -50.09 22.40
C 9.17 -51.80 22.71
H 9.72 -49.35 20.50
H 11.53 -49.50 21.63
H 11.75 -50.87 22.65
H 10.72 -49.51 23.26
H 9.93 -52.47 23.10
H 8.73 -51.29 23.56
H 8.41 -52.42 22.24
```